Entry from the Open Molecules 2025 dataset: a structure of composition C22H15Br2F5N5O2PtSTe (ωB97M-V with the def2-TZVPD basis set).

The HOMO energy (alpha / beta) is -0.381 / -0.424 Ha. For the LUMO energy (alpha / beta), the calculation gives -3.805 / -6.075 eV. The calculation puts the electronic energy at -209640.9801 eV. The spin multiplicity is 5. As for the total charge: +1. The orbital gap (alpha / beta) is 0.242 / 0.201 Ha.

Element x y z (Å)
1 Pt -0.816 -0.408 1.295
2 N 1.712 -2.392 4.143
3 C 1.146 -1.500 3.332
4 S -0.693 -1.525 3.399
5 N 1.870 -0.645 2.680
6 N 1.183 0.067 1.728
7 C 1.743 1.052 1.123
8 C 3.150 1.482 1.274
9 C 3.443 2.834 1.449
10 C 4.757 3.258 1.564
11 C 5.788 2.333 1.485
12 C 5.502 0.986 1.306
13 C 4.189 0.556 1.210
14 C 0.827 1.783 0.185
15 C 1.300 2.593 -0.832
16 C 0.394 3.222 -1.675
17 C -0.961 3.041 -1.467
18 C -1.362 2.206 -0.440
19 N -0.493 1.577 0.350
20 H 1.143 -3.090 4.594
21 H 2.700 -2.571 4.059
22 H 2.639 3.556 1.530
23 H 4.974 4.306 1.718
24 H 6.816 2.663 1.558
25 H 6.307 0.266 1.243
26 H 3.970 -0.491 1.061
27 H 2.365 2.710 -0.968
28 H 0.747 3.848 -2.483
29 H -1.698 3.544 -2.077
30 H -2.410 2.034 -0.224
31 Br -5.982 -0.456 0.931
32 C -4.849 -0.478 -0.527
33 C -5.332 -0.235 -1.801
34 C -4.480 -0.234 -2.891
35 Br -5.191 0.168 -4.560
36 C -3.081 -0.548 -2.762
37 C -2.187 -0.677 -3.839
38 C -0.889 -1.049 -3.599
39 C -0.492 -1.318 -2.286
40 N -1.320 -1.192 -1.266
41 C -2.581 -0.801 -1.484
42 C -3.446 -0.710 -0.299
43 O -2.983 -0.834 0.851
44 H -6.384 -0.034 -1.942
45 H -2.533 -0.501 -4.848
46 H -0.185 -1.171 -4.409
47 H 0.502 -1.677 -2.047
48 F -2.808 -3.495 -0.861
49 Te -1.392 -3.425 0.447
50 F -0.576 -4.948 1.106
51 F 0.403 -2.556 0.727
52 F -2.846 -4.166 1.407
53 F -0.507 -4.016 -1.107
54 O -1.093 -2.942 2.936